Entry 1:
83
Properties=species:S:1:pos:R:3:lowdin_charge:R:1 method="wB97M-V/def2-TZVPD" multiplicity=1
N -8.6776 -0.8775 -0.9888 0.08
C -8.0376 -0.9894 -2.0684 -0.35
C -7.2391 0.0795 -2.7649 -0.38
P -5.4257 0.0488 -2.2926 0.89
O -4.6401 -0.2802 -3.7181 -0.42
H -8.6199 0.0779 -0.6254 0.04
H -8.0422 -1.9726 -2.5396 0.09
H -7.3246 -0.0179 -3.8502 0.08
H -7.6434 1.0571 -2.4868 0.07
H -5.3093 1.4660 -2.3057 -0.05
H -4.8846 0.2797 -4.4600 0.06
C -2.9602 -5.1027 -4.0303 -0.05
C -4.2041 -4.2613 -4.3151 -0.43
C -5.1328 -3.9735 -3.1304 -0.30
F -5.7599 -5.0888 -2.7204 0.11
F -6.0566 -3.0671 -3.5294 0.07
F -4.9052 -4.7321 -5.3598 0.15
F -3.7167 -3.0246 -4.6608 0.08
O -3.0243 -6.4717 -4.3834 0.06
C -3.4354 -7.4207 -3.4971 -0.55
C -4.6243 -8.2239 -4.0497 -0.29
F -5.6581 -7.3965 -4.2989 0.10
F -5.0110 -9.1248 -3.1223 0.10
F -3.7237 -6.9078 -2.2885 0.15
F -2.4217 -8.3065 -3.3251 0.14
H -2.1942 -4.6829 -4.6809 0.15
H -2.6327 -4.9541 -3.0018 0.14
H -4.5685 -3.5353 -2.3026 0.17
H -4.3337 -8.7407 -4.9657 0.17
C -1.0192 0.8839 -4.1437 -0.03
C -0.7841 -0.6066 -3.8730 -0.43
C -1.8637 -1.3498 -3.0799 -0.32
F -1.9567 -0.8660 -1.8261 0.09
F -1.5135 -2.6614 -2.9937 0.08
F 0.4236 -0.8110 -3.3165 0.14
F -0.7920 -1.2044 -5.1060 0.10
O -0.3691 1.7751 -3.2571 0.06
C -0.9834 2.2758 -2.1480 -0.54
C -0.1574 1.9948 -0.8823 -0.28
F 0.0071 0.6650 -0.7197 0.10
F -0.8253 2.4742 0.1896 0.10
F -2.2476 1.8385 -2.0137 0.14
F -1.0407 3.6261 -2.2713 0.14
H -0.5586 1.0647 -5.1138 0.15
H -2.0868 1.0877 -4.2259 0.14
H -2.8331 -1.2773 -3.5798 0.11
H 0.8153 2.4797 -0.9610 0.15
C 3.5083 0.6682 0.8588 -0.03
C 4.7065 0.1193 1.6425 -0.44
C 5.1260 0.8766 2.9075 -0.31
F 5.5266 2.1332 2.5963 0.08
F 6.1700 0.2341 3.4673 0.11
F 5.7681 -0.0440 0.8341 0.15
F 4.3144 -1.1114 2.0915 0.10
O 3.8364 1.4834 -0.2545 0.05
C 3.9117 2.8375 -0.1746 -0.54
C 5.2684 3.3625 -0.6734 -0.29
F 6.2623 2.8528 0.0764 0.11
F 5.2826 4.7070 -0.5484 0.10
F 3.6278 3.3081 1.0500 0.15
F 2.9714 3.3530 -1.0204 0.12
H 3.0260 -0.2093 0.4307 0.15
H 2.8010 1.1545 1.5308 0.15
H 4.3073 0.9273 3.6287 0.17
H 5.4137 3.0887 -1.7196 0.18
C 5.3272 4.9319 7.0690 -0.04
C 6.4473 3.8960 6.9136 -0.44
C 6.3430 2.9175 5.7381 -0.31
F 5.2412 2.1415 5.8628 0.09
F 7.4252 2.1145 5.7451 0.11
F 6.6335 3.2191 8.0599 0.15
F 7.5783 4.6229 6.6558 0.10
O 4.3096 4.5968 7.9952 0.05
C 3.1530 3.9844 7.6199 -0.55
C 2.9166 2.6921 8.4203 -0.29
F 3.9330 1.8321 8.2240 0.10
F 1.7771 2.1149 7.9815 0.10
F 3.0939 3.7512 6.2962 0.15
F 2.1192 4.8110 7.9219 0.14
H 5.8168 5.8071 7.4932 0.15
H 4.9226 5.2038 6.0943 0.15
H 6.3004 3.4537 4.7873 0.17
H 2.8261 2.9226 9.4830 0.18

***

Entry 2:
72
Properties=species:S:1:pos:R:3:lowdin_charge:R:1 method="wB97M-V/def2-TZVPD" multiplicity=1
C -3.2851 -3.3557 1.9177 0.00
C -2.3023 -2.2786 1.6493 -0.21
C -2.1806 -1.1643 2.4999 0.01
C -1.7878 -0.0657 1.7680 0.06
C -1.8260 -0.3745 0.3270 -0.23
B 3.3120 -0.5641 0.6072 -0.43
C 2.9715 -0.2615 2.0987 -0.11
C 1.8147 0.2201 2.7274 -0.03
C 2.0925 0.2618 4.1182 -0.04
C 3.4177 -0.0815 4.2396 -0.35
C 4.0449 -0.6320 5.4225 -0.06
O 4.0614 -0.2129 2.9944 0.07
C 3.1014 -2.1111 0.2531 -0.09
C 1.9536 -2.8489 0.5166 -0.06
C 2.0946 -4.1764 -0.0066 -0.03
C 3.2825 -4.1279 -0.7145 -0.39
C 3.8286 -5.1433 -1.5783 -0.05
O 3.9393 -2.9452 -0.5498 0.05
C -2.9891 0.0591 -0.5009 -0.21
C -3.4521 -0.4867 -1.6818 0.01
C -4.4109 0.4025 -2.1815 -0.01
C -4.5745 1.4012 -1.2484 -0.29
C -5.2491 2.6782 -1.4860 -0.02
O -3.7564 1.1428 -0.1507 0.06
O -1.8770 -1.8691 0.3985 0.04
H -3.4483 -3.3835 3.0112 0.09
H -4.2886 -3.2075 1.4530 0.11
H -2.9349 -4.3692 1.6728 0.09
H -2.6156 -1.1279 3.4658 0.11
H -1.4580 0.9317 2.0978 0.15
H 0.8420 0.4164 2.3193 0.07
H 1.4284 0.3706 4.9531 0.10
H 4.5600 0.1851 6.0136 0.09
H 3.2082 -1.0506 6.0479 0.09
H 4.7303 -1.5010 5.2286 0.10
H 1.0411 -2.5749 1.0418 0.10
H 1.4524 -5.1026 -0.0255 0.12
H 3.3086 -6.0811 -1.4093 0.08
H 3.7606 -5.0307 -2.6658 0.08
H 4.9092 -5.2113 -1.3194 0.10
H -3.1465 -1.4131 -2.1392 0.13
H -4.8670 0.3784 -3.1399 0.11
H -5.2368 2.7994 -2.5796 0.09
H -6.3061 2.5867 -1.1506 0.09
H -4.7320 3.5550 -1.0693 0.09
C -2.1646 3.8943 -4.4240 -0.07
C -1.6717 2.9776 -3.3379 -0.29
C -1.0992 1.7496 -3.7001 -0.04
C -0.6802 0.8894 -2.6916 -0.02
C -0.8243 1.2394 -1.3233 -0.20
C -0.3729 0.2981 -0.2028 -0.03
C 1.1299 0.9161 0.0071 -0.12
C 2.3313 0.1956 -0.4917 -0.10
C 3.7406 0.7052 -0.3156 -0.11
C 3.7779 2.0825 0.1912 -0.04
C 2.6775 2.8677 0.4718 -0.06
C 1.3790 2.2157 0.4746 -0.04
C -1.5703 2.4237 -1.0245 -0.05
C -1.8211 3.3641 -2.0075 -0.04
H -2.8644 4.6399 -4.0253 0.07
H -1.3199 4.4126 -4.9096 0.09
H -2.7292 3.3640 -5.2048 0.08
H -1.0286 1.5533 -4.7950 0.13
H -0.1783 -0.0461 -3.0035 0.13
H -0.0218 -0.7571 -0.4388 0.15
H 2.1224 -0.4164 -1.3868 0.14
H 4.6841 0.3707 -0.8328 0.16
H 4.7780 2.5371 0.2440 0.11
H 2.8075 3.9759 0.6522 0.11
H 0.4890 2.8390 0.6722 0.11
H -1.8913 2.6696 -0.0184 0.12
H -2.1101 4.4017 -1.8250 0.12

***

Entry 3:
14
Properties=species:S:1:pos:R:3:nbo_charge:R:1 method="wB97M-V/def2-TZVPD" multiplicity=1 de_lowest_kcal_mol=42.3
C 2.1080 -1.7409 0.0813 -0.08
C 0.9424 -0.9504 0.4987 -0.05
C 0.0520 -0.5179 -0.5840 0.31
N -1.1386 -0.7857 -0.7884 -0.62
N -2.0041 2.6592 0.7582 -1.06
O 2.2557 -0.5022 0.6412 -0.44
Cl 1.1062 0.4325 -1.6978 -0.10
H 2.3787 -2.7231 0.7031 0.18
H 2.5261 -1.7750 -0.9756 0.21
H 0.3319 -1.1446 1.4239 0.22
H -1.9818 2.2658 -0.2591 0.35
H -1.5025 -0.5690 -1.6793 0.37
H -2.4457 1.8985 1.2288 0.36
H -2.6281 3.4528 0.6490 0.36

***

Strongest force on any atom
In order: 0.0100, 0.0777, 0.0795
Unit: hartree/bohr
E_HOMO
In order: -10.0, -5.3, -10.3
Unit: eV